[1]
Computed, not measured: a cluster of 2 separate species, C4H14N2O in total, with ωB97M-V with the def2-TZVPD basis set.

Gap between HOMO and LUMO, eV: 9.947

The geometry in ORCA input format:
```
! RIJCOSX wB97M-V def2-TZVPD def2/J DEFGRID3
* xyz 0 1
C 1.906 -1.242 0.958
N 0.924 -0.206 1.372
C -0.469 -0.510 0.968
C -1.319 0.659 0.622
C -1.469 0.730 -0.881
N -1.412 -0.546 -1.630
H 1.771 -2.223 1.513
H 1.897 -1.524 -0.106
H 2.994 -0.905 1.093
H 1.023 -0.039 2.421
H -1.027 -1.181 1.677
H -0.400 -1.160 0.063
H -0.968 1.667 0.939
H -2.354 0.559 0.977
H -0.728 1.483 -1.260
H -2.450 1.135 -1.177
H -2.236 -0.550 -2.359
H -0.573 -0.753 -2.125
H 1.547 2.315 -1.059
H 1.549 0.844 -0.629
O 1.793 1.448 -1.376
*
```

=====

[2]
Computed, not measured: a structure of composition C4H14N2O, with ωB97M-V with the def2-TZVPD basis set.

Gap between HOMO and LUMO, eV: 4.784

The geometry in ORCA input format:
```
! RIJCOSX wB97M-V def2-TZVPD def2/J DEFGRID3
* xyz 0 1
C -0.501 0.765 -0.070
C -1.591 -0.025 0.671
C -1.661 -1.461 0.061
N -0.505 -2.301 0.267
C 0.838 0.301 0.472
N 2.538 2.170 0.154
H -0.511 0.428 -1.189
H -0.603 1.826 0.145
H -1.226 -0.119 1.699
H -2.552 0.487 0.772
H -2.467 -2.053 0.464
H -1.787 -1.331 -1.025
H -0.418 -2.841 1.114
H 0.377 -1.909 -0.024
H 0.749 0.154 1.550
H 1.602 1.276 0.301
H 1.973 2.999 0.187
H 3.509 2.088 -0.081
H 1.490 -0.351 -0.110
H 0.528 0.245 -3.026
O 0.217 -0.347 -2.332
*
```

=====

[3]
Computed, not measured: a cluster of 2 separate species, C4H14N2O in total, with ωB97M-V with the def2-TZVPD basis set.

Gap between HOMO and LUMO, eV: 10.228

The geometry in ORCA input format:
```
! RIJCOSX wB97M-V def2-TZVPD def2/J DEFGRID3
* xyz 0 1
C 0.905 -0.685 2.306
N 0.367 -0.107 1.077
C -1.071 -0.437 0.931
C -1.769 0.592 0.068
C -1.061 0.765 -1.290
N -0.767 -0.556 -1.891
H 0.498 -0.224 3.208
H 0.650 -1.740 2.329
H 1.975 -0.485 2.376
H 0.400 0.907 1.143
H -1.527 -0.487 1.928
H -1.127 -1.432 0.496
H -1.697 1.537 0.604
H -2.795 0.296 -0.109
H -0.157 1.349 -1.120
H -1.677 1.316 -1.994
H -0.456 -0.433 -2.848
H 0.035 -0.950 -1.394
H 2.055 -0.010 -1.578
H 2.614 0.162 -0.207
O 2.733 0.489 -1.108
*
```

=====

[4]
Computed, not measured: a cluster of 2 separate species, C4H14N2O in total, with ωB97M-V with the def2-TZVPD basis set.

Gap between HOMO and LUMO, eV: 9.775

The geometry in ORCA input format:
```
! RIJCOSX wB97M-V def2-TZVPD def2/J DEFGRID3
* xyz 0 1
C 0.118 -2.122 0.660
C 0.547 -0.673 0.774
C -0.142 0.017 1.909
N 0.196 0.018 -0.492
C 0.893 1.235 -0.691
N 1.731 1.169 -1.903
H 0.093 -2.601 1.637
H -0.898 -2.181 0.253
H 0.818 -2.705 0.051
H 1.643 -0.608 0.823
H 0.149 1.058 2.049
H -1.228 -0.028 1.775
H 0.016 -0.440 2.887
H 0.369 -0.664 -1.218
H 0.189 2.072 -0.779
H 1.525 1.398 0.178
H 1.877 2.109 -2.242
H 1.181 0.686 -2.609
H -2.460 0.211 -1.030
H -3.676 1.054 -0.708
O -2.943 0.994 -1.324
*
```

=====

[5]
Computed, not measured: a cluster of 2 separate species, C4H14N2O in total, with ωB97M-V with the def2-TZVPD basis set.

Gap between HOMO and LUMO, eV: 9.535

The geometry in ORCA input format:
```
! RIJCOSX wB97M-V def2-TZVPD def2/J DEFGRID3
* xyz 0 1
C 3.280 -0.151 0.427
N 1.791 -0.159 0.505
C 1.242 -0.765 -0.695
C -0.291 -0.762 -0.652
N -0.851 0.598 -0.592
C -1.754 0.889 -1.679
H 3.596 -1.136 0.087
H 3.665 -0.020 1.439
H 3.650 0.657 -0.203
H 1.540 0.820 0.495
H 1.599 -0.277 -1.614
H 1.538 -1.814 -0.708
H -0.721 -1.284 -1.499
H -0.437 -1.228 0.333
H -1.277 0.816 0.298
H -1.913 1.973 -1.714
H -1.255 0.715 -2.638
H -2.719 0.366 -1.732
H -2.529 0.412 3.143
H -2.398 -0.463 1.902
O -2.940 0.235 2.297
*
```

=====

[6]
Computed, not measured: a cluster of 2 separate species, C4H14N2O in total, with ωB97M-V with the def2-TZVPD basis set.

Gap between HOMO and LUMO, eV: 10.049

The geometry in ORCA input format:
```
! RIJCOSX wB97M-V def2-TZVPD def2/J DEFGRID3
* xyz 0 1
N -0.725 0.534 1.480
C 2.292 0.265 -0.499
C 1.243 -0.418 0.349
C -0.233 -0.071 0.229
C -0.962 -1.359 -0.160
N -2.426 -1.371 -0.232
H -0.398 -0.024 2.263
H -1.734 0.424 1.578
H 1.791 0.710 -1.384
H 2.816 1.057 0.040
H 3.154 -0.358 -0.802
H 1.705 -0.433 1.370
H 1.392 -1.512 0.224
H -0.274 0.746 -0.448
H -0.679 -1.843 -1.077
H -0.773 -2.106 0.642
H -2.804 -0.754 -0.938
H -2.893 -1.480 0.659
H -0.085 2.028 -1.599
H -0.110 3.059 -0.379
O -0.297 2.907 -1.315
*
```

=====

[7]
Computed, not measured: a cluster of 2 separate species, C4H14N2O in total, with ωB97M-V with the def2-TZVPD basis set.

Gap between HOMO and LUMO (alpha / beta), eV: 8.728 / 3.651

The geometry in ORCA input format:
```
! RIJCOSX wB97M-V def2-TZVPD def2/J DEFGRID3
* xyz 1 2
C 0.410 2.228 0.783
N -1.033 2.609 0.672
C 0.722 0.704 0.458
C -0.108 0.219 -0.792
C 0.166 -1.219 -1.163
N 0.749 -1.403 -2.545
H 0.499 2.412 1.875
H 0.948 2.946 0.088
H -1.221 3.163 -0.176
H -1.686 1.900 0.990
H 0.432 0.105 1.298
H 1.732 0.454 0.228
H 0.011 0.950 -1.659
H -1.231 0.358 -0.679
H 0.930 -1.693 -0.468
H -0.728 -1.816 -1.171
H 1.490 -0.739 -2.783
H 0.098 -1.391 -3.256
H -0.973 -3.875 2.322
H -0.411 -2.952 3.447
O -0.796 -2.960 2.530
*
```

=====

[8]
Computed, not measured: a cluster of 2 separate species, C4H14N2O in total, with ωB97M-V with the def2-TZVPD basis set.

Gap between HOMO and LUMO (alpha / beta), eV: 9.760 / 3.632

The geometry in ORCA input format:
```
! RIJCOSX wB97M-V def2-TZVPD def2/J DEFGRID3
* xyz 1 2
C 0.581 0.236 -1.236
C -0.285 -0.255 -0.068
C 0.106 0.453 1.271
C -1.173 0.612 2.078
N -2.136 1.450 1.478
N 0.407 -0.598 -2.382
H 0.197 1.268 -1.404
H 1.634 0.363 -0.984
H -1.333 -0.064 -0.317
H -0.282 -1.338 0.028
H 0.523 1.419 0.979
H 0.758 -0.233 1.789
H -1.603 -0.371 2.252
H -0.930 0.995 3.087
H -1.780 2.396 1.341
H -3.042 1.486 1.937
H 0.907 -0.275 -3.203
H -0.572 -0.681 -2.633
H 2.548 -2.865 -0.835
H 2.490 -1.917 -1.996
O 2.985 -2.081 -1.182
*
```

=====

The calculation returns the following relative energy (zero: lowest compared OMol25 entry of this formula, charge and spin) values, one per record and in order: 2.093 8.817 1.203 1.190 1.717 1.819 1.675 1.116 eV.
The calculation returns the following maximum force values, one per record and in order: 0.069 0.097 0.017 0.038 0.036 0.068 0.068 0.044 hartree/bohr.
The calculation returns the following electronic energy values, one per record and in order: -9401.514 -9394.790 -9402.404 -9402.417 -9401.890 -9401.787 -9392.895 -9393.453 eV.